Entry 1:
{"formula": "C6H11NO2", "method": "the ωB97M-V functional and the def2-TZVPD basis", "e_lumo_ha": -0.0061, "e_tot_ha": -440.27202, "relative_energy_kj_mol": 565.0, "symbols": ["C", "C", "C", "C", "C", "C", "O", "N", "O", "H", "H", "H", "H", "H", "H", "H", "H", "H", "H", "H"], "coordinates": [[-0.12581, -0.34227, 0.00013], [-0.29400, 1.36118, 0.22438], [-1.31835, -1.26251, 0.10375], [1.22714, -0.93475, -0.29003], [-0.12704, 0.48475, 1.58590], [-0.48415, 0.65257, -1.35435], [1.14461, 0.54552, 2.14474], [0.30484, 0.88190, -2.34922], [-1.07530, 0.33052, 2.34483], [1.84094, 0.66118, 1.48821], [1.27726, 1.02940, -2.08493], [-1.27425, 1.79909, 0.34080], [0.57433, 1.99131, 0.10670], [-1.54306, 0.54116, -1.56996], [-2.24752, -0.70510, 0.21507], [-1.38474, -1.89323, -0.78584], [1.50055, -1.64381, 0.49305], [2.01480, -0.18149, -0.35113], [1.20469, -1.43626, -1.26221], [-1.21493, -1.87915, 1.00011]], "forces_ev_per_a": [[-0.273, 0.221, -1.550], [0.203, -0.476, 1.773], [0.026, 0.146, 0.235], [-0.057, 0.181, 0.240], [-0.285, 1.729, 0.219], [0.667, -1.118, -0.345], [-0.200, -0.261, -0.292], [-0.331, 0.259, 0.626], [0.453, -0.496, -0.660], [-0.131, -0.018, -0.008], [-0.019, -0.201, -0.043], [0.025, -0.091, -0.148], [-0.050, -0.124, -0.226], [-0.004, 0.111, 0.224], [0.036, 0.015, 0.002], [0.047, 0.044, 0.008], [0.014, 0.021, -0.014], [0.000, -0.001, -0.020], [-0.059, 0.045, 0.005], [-0.061, 0.013, -0.026]], "mulliken_charge": [1.8835, -0.7903, -1.8799, -2.0915, 0.6438, -0.1634, -0.5136, -0.7659, -0.6687, 0.3568, 0.2430, 0.3759, 0.3004, 0.4727, 0.3840, 0.4695, 0.4129, 0.4523, 0.4712, 0.4074]}

---

Entry 2:
{"formula": "H12NO4", "method": "the ωB97M-V functional and the def2-TZVPD basis", "total_charge": 1, "e_lumo_ha": -0.1096, "e_tot_ha": -362.67095, "relative_energy_kj_mol": 123.1, "symbols": ["N", "H", "H", "H", "H", "H", "H", "O", "H", "H", "O", "H", "H", "O", "H", "H", "O"], "coordinates": [[0.78873, -0.02293, -0.39215], [1.44182, -0.30500, 0.28999], [1.19254, 0.61659, -1.13949], [0.10797, 0.62981, 0.11182], [0.15820, -0.75401, -0.64956], [1.19139, -1.01920, 3.04189], [2.55625, -0.36037, 3.04555], [1.82978, -0.70972, 2.36955], [0.61052, -2.91995, -1.77624], [0.14937, -3.50783, -0.52669], [0.15673, -2.66337, -0.99103], [-2.30982, 1.99189, -1.94355], [-1.11269, 1.49517, -2.68606], [-1.41930, 1.67067, -1.78941], [-1.53244, 2.62552, 1.27933], [-2.33355, 1.47659, 0.90013], [-1.47551, 1.75612, 0.85591]], "forces_ev_per_a": [[-1.729, 4.340, -0.242], [1.316, -0.744, 1.128], [-0.612, -1.618, 0.879], [0.700, -0.329, -0.331], [0.034, -1.327, -1.047], [0.017, -0.008, -0.711], [-1.927, -0.944, -2.481], [1.871, 0.994, 2.974], [0.536, 0.009, -1.285], [-0.306, 0.125, 0.456], [-0.281, -0.195, 0.767], [-0.252, 0.148, 0.203], [0.006, 0.037, -0.113], [0.418, -0.325, -0.587], [0.448, -0.154, -0.116], [-3.544, -1.563, 0.005], [3.307, 1.554, 0.500]], "mulliken_charge": [-0.3265, 0.3271, 0.4010, 0.2526, 0.3742, 0.3220, 0.3512, -0.6722, 0.3185, 0.3191, -0.6644, 0.2952, 0.2991, -0.5562, 0.3082, 0.2715, -0.6203]}

---

Entry 3:
{"formula": "C5H8", "method": "the ωB97M-V functional and the def2-TZVPD basis", "e_lumo_ha": 0.0092, "e_tot_ha": -195.11741, "relative_energy_kj_mol": 458.5, "symbols": ["C", "C", "C", "C", "C", "H", "H", "H", "H", "H", "H", "H", "H"], "coordinates": [[0.96061, -1.12312, 0.08038], [0.01363, 0.04729, 0.05118], [-0.25678, 0.72137, 1.37574], [-0.62097, 0.42624, -1.11999], [-0.96132, 0.37778, -2.38670], [1.32966, -1.35615, -0.92152], [1.80815, -0.89326, 0.73790], [0.47511, -2.02087, 0.48538], [-1.49763, 0.16851, -0.38247], [-0.58940, 0.01405, 2.14643], [-0.99686, 1.52264, 1.28735], [0.68145, 1.16402, 1.73288], [-0.34566, 0.95149, -3.08657]], "forces_ev_per_a": [[0.040, -0.045, -0.072], [-0.067, 0.023, 0.013], [0.014, 0.082, 0.014], [0.175, -0.021, -0.220], [0.131, 0.085, 0.304], [-0.083, 0.042, 0.149], [-0.130, -0.027, -0.063], [0.058, 0.162, -0.056], [-0.174, -0.094, 0.071], [0.064, 0.071, -0.136], [0.128, -0.151, -0.023], [-0.122, -0.057, -0.031], [-0.036, -0.071, 0.050]], "mulliken_charge": [-1.1209, 0.8947, -1.2893, -0.2442, -0.5933, 0.3253, 0.3263, 0.2948, 0.1788, 0.3226, 0.3756, 0.3560, 0.1735]}

---

Entry 4:
{"formula": "C4H5OP", "method": "the ωB97M-V functional and the def2-TZVPD basis", "e_lumo_ha": [-0.0359, -0.0006], "e_tot_ha": -571.85568, "relative_energy_kj_mol": 292.3, "symbols": ["C", "C", "C", "C", "O", "P", "H", "H", "H", "H", "H"], "coordinates": [[-1.24539, 0.11249, -0.32557], [-0.01388, -0.01556, 0.38566], [-2.52220, 0.26461, 0.11599], [1.31318, -0.52500, -0.12590], [-3.65946, 0.23292, 0.48708], [2.68693, 0.67398, 0.23808], [-1.37646, -0.18730, -1.33369], [-0.08945, -0.12457, 1.46896], [1.75248, -1.31846, 0.49174], [1.20291, -0.83415, -1.16810], [1.95135, 1.72103, -0.23425]], "forces_ev_per_a": [[-0.815, -0.165, 0.866], [0.239, -0.873, 1.140], [-1.736, -0.438, 1.554], [-0.640, 0.207, -0.200], [3.360, 0.400, -1.255], [0.042, -0.284, 0.084], [0.496, -0.035, -1.314], [-0.133, 0.549, -0.208], [-0.940, -0.560, -0.233], [0.469, -0.073, 0.023], [-0.340, 1.272, -0.458]], "mulliken_charge": [-0.4353, -0.2906, 0.4723, -0.5922, -0.3925, -0.0198, 0.2782, 0.3218, 0.2936, 0.3627, 0.0018]}